Entry from the Open Molecules 2025 dataset: a 2-piece molecular cluster, C5H8BrCl overall (ωB97M-V with the def2-TZVPD basis set).

Results
gap between HOMO and LUMO (alpha / beta): 6.242 / 7.877 eV
energy above the lowest of the compared OMol25 structures with the same formula, charge and spin: 25.64 kcal/mol
HOMO level (alpha / beta): -5.43 / -10.15 eV
multiplicity: 3

Each atom is followed by the atoms it is bonded to, with distances in Å.
Element x y z (Å)
1 C -0.826 1.897 -0.713  C2 1.292, H8 1.055, H9 1.062
2 C -1.768 1.422 0.033  C1 1.292, Cl6 1.769, H13 1.157
3 C 1.126 -0.421 1.185  C5 1.476, H10 1.173, H11 1.098, H12 1.043
4 C 0.356 -1.919 -0.654  C5 1.328, H14 1.130, H15 1.076
5 C 1.228 -1.058 -0.142  C3 1.476, C4 1.328, Br7 1.909
6 Cl -2.510 -0.168 -0.195  C2 1.769
7 Br 2.528 -0.216 -1.258  C5 1.909
8 H -0.239 1.198 -1.242  C1 1.055
9 H -0.594 2.904 -0.470  C1 1.062
10 H 2.172 -0.185 1.661  C3 1.173
11 H 0.519 -1.170 1.709  C3 1.098
12 H 0.569 0.456 1.097  C3 1.043
13 H -2.572 1.927 0.693  C2 1.157
14 H 0.499 -2.447 -1.643  C4 1.130
15 H -0.489 -2.219 -0.060  C4 1.076

Löwdin atomic charge list, values in e, 4 entries: atom 1 (C): -0.073, atom 2 (C): -0.612, atom 3 (C): -0.161, atom 4 (C): -0.100